# 1
Density functional theory data (wB97M-V/def2-TZVPD) for a 3-piece molecular cluster, C10H20NO14PS2 overall in a non-equilibrium geometry.

The frontier orbital gap comes out at 9.59 eV. The SMILES is NCC[C@H]1OC(=O)O[C@@H]1CP(=O)(O)O.O=S1(=O)OCCO1.O=S1(=O)OCCO1. As for the largest force on an atom: 0.1073 Eh/bohr. Its total charge is 0. Its spin multiplicity is 1.

Last column: Mulliken charge in e.
CARTESIAN COORDINATES (ANGSTROEM)
N1 2.47273 -3.49014 1.18966  -0.560
C1 2.45687 -2.41058 2.24041  -0.380
C2 2.07987 -1.00806 1.55142  -0.584
C3 0.71180 -0.38411 2.15969  0.038
O1 0.83098 1.01213 1.70953  -0.409
C4 -0.51811 1.49981 1.63631  0.617
O2 -0.90753 2.64318 1.93411  -0.554
O3 -1.25486 0.36221 1.19356  -0.126
C5 -0.69479 -0.94503 1.58050  0.156
C6 -1.75613 -1.56538 2.61666  -0.865
P1 -3.54455 -1.60450 1.95151  1.048
O4 -4.44178 -0.75734 2.88976  -0.684
O5 -4.16509 -3.21840 2.05145  -0.538
O6 -3.66540 -1.15148 0.32156  -0.460
H1 2.33695 -4.42011 1.60925  0.232
H2 1.74035 -3.32137 0.47976  0.206
H3 1.74780 -2.65901 3.12190  0.268
H4 3.53675 -2.37670 2.65603  0.270
H5 2.06283 -1.04030 0.40206  0.231
H6 2.91145 -0.25627 1.83072  0.327
H7 0.76268 -0.37144 3.30844  0.298
H8 -0.60762 -1.60237 0.64762  0.159
H9 -1.52016 -2.66421 2.89932  0.360
H10 -1.67625 -0.97641 3.60503  0.358
H11 -3.40506 -3.83706 2.14407  0.306
H12 -4.59823 -1.15416 0.00966  0.324
C7 -4.26828 2.01897 -2.84999  -0.376
C8 -3.00832 2.85798 -3.00682  -0.409
O7 -2.55527 3.09976 -1.67572  -0.341
S1 -2.94016 1.82410 -0.74429  1.236
O8 -1.79044 0.97293 -0.64649  -0.435
O9 -3.65314 2.29920 0.40017  -0.611
O10 -3.99953 1.13138 -1.76489  -0.281
H13 -5.12517 2.64146 -2.57693  0.308
H14 -4.50350 1.45496 -3.75356  0.306
H15 -3.19676 3.79817 -3.52556  0.328
H16 -2.22711 2.30205 -3.53417  0.265
C9 4.57812 1.94758 -1.62060  -0.315
C10 3.67712 1.78364 -2.83523  -0.288
O11 3.98042 0.48639 -3.34907  -0.317
S2 4.38329 -0.49018 -2.11652  1.079
O12 3.22191 -1.24972 -1.74849  -0.503
O13 5.64662 -1.09408 -2.41159  -0.553
O14 4.60897 0.66314 -0.99739  -0.289
H17 5.59827 2.20682 -1.91764  0.278
H18 4.20110 2.69908 -0.92584  0.325
H19 3.85492 2.54838 -3.59143  0.311
H20 2.62146 1.79512 -2.54789  0.245

=====

# 2
Density functional theory data (wB97M-V/def2-TZVPD) for a 2-piece molecular cluster, C10H20NO3 overall.

The frontier orbital gap comes out at 11.10 eV. The relative energy (zero: lowest compared OMol25 entry of this formula, charge and spin) is 29.9 kJ/mol. As for the largest force on an atom: 0.0149 Eh/bohr. Its total charge is +1. Its spin multiplicity is 1.

Last column: Mulliken charge in e.
CARTESIAN COORDINATES (ANGSTROEM)
C1 -3.03136 -3.49270 0.31848  -0.724
C2 -2.60285 -2.68069 -0.64053  -0.264
C3 -2.40979 -1.24119 -0.45129  0.785
C4 0.55744 0.23130 1.93157  -1.359
C5 2.75641 0.96191 0.85746  -1.593
C6 1.94959 -1.37409 0.66907  -1.885
C7 0.24874 2.79034 -0.12404  -1.163
C8 -0.29409 1.76516 -2.25091  -1.226
C9 1.49648 0.09282 0.72113  1.478
C10 0.75526 0.41573 -0.57128  0.431
N1 0.28667 1.58501 -0.92193  0.253
O1 -1.97363 -0.49712 -1.31161  -0.629
O2 0.65261 -0.59180 -1.38035  -0.441
O3 -2.71282 -0.78107 0.75998  -0.476
H1 -3.17066 -4.54587 0.13840  0.288
H2 -3.25277 -3.12955 1.30806  0.269
H3 -2.38070 -3.03212 -1.63800  0.361
H4 1.07175 -0.15246 2.80820  0.489
H5 0.26292 1.25209 2.15012  0.261
H6 -0.33764 -0.36891 1.78751  0.308
H7 3.40928 0.81016 0.00188  0.420
H8 2.55674 2.02287 0.95016  0.268
H9 3.29365 0.64963 1.74897  0.466
H10 2.61272 -1.55325 -0.17231  0.414
H11 2.48552 -1.61402 1.58198  0.469
H12 1.09988 -2.04557 0.58693  0.356
H13 -0.78694 3.12282 -0.03571  0.388
H14 0.65377 2.64698 0.86812  0.423
H15 0.81829 3.57383 -0.62633  0.386
H16 -0.52987 2.81579 -2.39000  0.438
H17 0.41464 1.46947 -3.02657  0.416
H18 -1.21907 1.19407 -2.34942  0.469
H19 -2.67646 0.18597 0.79852  0.356
H20 -0.00375 -0.48554 -2.09628  0.572

=====

# 3
Density functional theory data (wB97M-V/def2-TZVPD) for an isolated ion of composition C10H20NOS and charge +1 in a non-equilibrium geometry.

The frontier orbital gap comes out at 7.52 eV. The relative energy (zero: lowest compared OMol25 entry of this formula, charge and spin) is 440.9 kJ/mol. The SMILES is C#[N+][C@H](CC(C)C)OSC(C)(C)C. As for the largest force on an atom: 0.1133 Eh/bohr. Its total charge is +1. Its spin multiplicity is 1.

Last column: Mulliken charge in e.
CARTESIAN COORDINATES (ANGSTROEM)
C1 0.91126 -0.16169 1.15067  -0.084
C2 -0.28910 -1.27944 3.28079  0.093
C3 3.37209 1.24045 0.45600  -1.358
C4 1.99388 3.38540 0.21918  -1.624
C5 -1.36143 -2.46339 -2.09035  -1.367
C6 -2.55746 -1.89530 0.06951  -1.390
C7 -3.02106 -0.52987 -1.97827  -1.826
C8 1.10732 1.30546 1.16998  -1.167
C9 2.04341 1.85441 0.08524  0.746
C10 -2.04008 -1.38291 -1.24311  1.435
N1 0.22770 -0.55033 2.52740  -0.105
O1 0.33917 -0.75589 0.03342  -0.231
S1 -0.73478 -0.03302 -0.98854  -0.056
H1 1.83244 -0.79200 1.32254  0.398
H2 -0.75476 -1.92358 3.93437  0.511
H3 4.22658 1.39282 -0.41997  0.320
H4 3.73800 1.68125 1.31789  0.414
H5 3.19640 0.10299 0.61943  0.310
H6 2.80883 3.72582 -0.22388  0.533
H7 1.07553 3.64821 -0.32788  0.371
H8 2.03314 3.72899 1.25965  0.341
H9 -1.99455 -3.32446 -2.43189  0.381
H10 -0.98206 -2.09921 -3.01203  0.390
H11 -0.58686 -2.94719 -1.39156  0.306
H12 -2.44767 -1.11379 0.77038  0.349
H13 -1.91503 -2.60784 0.51247  0.380
H14 -3.70831 -2.21771 -0.12032  0.316
H15 -2.67000 0.00264 -2.92285  0.406
H16 -3.74285 -1.29550 -2.41382  0.412
H17 -3.38340 0.27205 -1.41994  0.490
H18 1.52515 1.68704 2.10451  0.565
H19 0.08235 1.71767 1.07864  0.447
H20 1.67614 1.62794 -0.92767  0.295

=====

# 4
Density functional theory data (wB97M-V/def2-TZVPD) for C10H20O20S5 as an isolated structure in a non-equilibrium geometry.

The frontier orbital gap comes out at 10.67 eV. The relative energy (zero: lowest compared OMol25 entry of this formula, charge and spin) is 139.3 kJ/mol. As for the largest force on an atom: 0.0436 Eh/bohr. Its total charge is 0. Its spin multiplicity is 1.

Last column: Mulliken charge in e.
CARTESIAN COORDINATES (ANGSTROEM)
C1 -3.90726 -0.76838 -3.73680  -0.359
C2 -2.86559 -0.19837 -4.69631  -0.390
O1 -3.19783 1.18910 -4.72832  -0.313
S1 -3.64638 1.70566 -3.25286  1.017
O2 -4.86252 2.47863 -3.25662  -0.548
O3 -2.52419 2.18565 -2.48809  -0.488
O4 -4.09126 0.19559 -2.70575  -0.225
H1 -3.63921 -1.73249 -3.31374  0.364
H2 -4.83041 -0.86234 -4.31149  0.298
H3 -2.98236 -0.61301 -5.69159  0.336
H4 -1.85821 -0.36880 -4.31519  0.279
C3 -6.00439 -0.73489 -0.31059  -0.207
C4 -4.93775 -0.35398 0.76696  0.092
O5 -4.74232 -1.56423 1.45025  -0.348
S2 -4.82335 -2.81287 0.44328  1.127
O6 -5.30034 -3.98357 1.08387  -0.574
O7 -3.60502 -2.90723 -0.31210  -0.492
O8 -5.88499 -2.12452 -0.53858  -0.300
H5 -5.89318 -0.15847 -1.22235  0.221
H6 -6.92944 -0.38830 0.15400  0.294
H7 -5.32235 0.42861 1.41857  0.407
H8 -4.01175 0.07087 0.36899  -0.180
C5 1.52342 3.90016 2.67139  -0.324
C6 2.44450 3.82764 3.89690  -0.355
O9 3.40613 2.84299 3.51473  -0.324
S3 3.81496 3.15967 1.99934  1.038
O10 4.27581 1.97934 1.36985  -0.360
O11 4.60085 4.36861 1.96938  -0.595
O12 2.27675 3.40894 1.55655  -0.256
H9 1.13742 4.90284 2.47951  0.297
H10 0.65479 3.24036 2.72571  0.236
H11 1.85974 3.46261 4.73333  0.308
H12 2.98927 4.76550 4.00290  0.330
C7 0.03222 1.02582 -0.05949  -0.015
C8 -0.96096 -0.11975 0.25400  0.357
O13 -0.17366 -1.27069 0.41172  -0.372
S4 1.39167 -0.88210 0.81724  1.099
O14 2.25711 -1.81380 0.17846  -0.505
O15 1.41490 -0.73928 2.24594  -0.554
O16 1.32428 0.48906 -0.06118  -0.321
H13 -0.10705 1.82618 0.66654  0.009
H14 -0.29702 1.41125 -1.02308  0.387
H15 -1.70286 -0.25975 -0.53293  -0.250
H16 -1.54803 0.07693 1.15723  0.120
C9 5.29583 -2.80058 -0.51496  -0.120
C10 6.25612 -3.63610 0.33950  -0.350
O17 6.66230 -2.86060 1.44538  -0.364
S5 6.22891 -1.28286 1.23883  1.145
O18 7.39400 -0.46284 1.28582  -0.557
O19 5.11883 -1.10471 2.12026  -0.466
O20 5.67123 -1.44838 -0.32019  -0.317
H17 4.26789 -3.08749 -0.30198  0.171
H18 5.47562 -3.02838 -1.56606  0.347
H19 7.12501 -4.03220 -0.19472  0.266
H20 5.75014 -4.54104 0.68856  0.285